(1)
C42H38Cl4CuF6N7O16S2 | wB97M-V/def2-TZVPD

The calculation puts the energy above the lowest of the compared OMol25 structures with the same formula, charge and spin at 2.56 kcal per mole. Its molar mass is 1280.3 g/mol. The value obtained for the max |F| is 0.10897 hartree/bohr. As for the orbital gap (alpha / beta): 6.767 / 3.108 eV. Its multiplicity is 2. The LUMO energy (alpha / beta) comes out at -4.5 / -8.2 eV. The total charge is +1.

Last column: Mulliken charge in e.
Element x y z (Å)
Cu1 2.320 -1.674 -2.532  0.807
C1 1.343 0.433 0.647  0.356
F1 0.627 -0.671 0.904  0.088
F2 1.080 1.335 1.550  -0.067
F3 2.659 0.145 0.633  -0.036
S1 0.834 1.069 -1.119  0.031
O1 -0.381 1.801 -0.980  -0.133
O2 2.001 1.820 -1.537  -0.454
N1 0.747 -0.425 -2.004  1.040
S2 -0.780 -0.911 -2.035  -1.080
O3 -0.755 -2.319 -2.422  0.002
O4 -1.633 -0.647 -0.938  -0.100
C2 -1.639 -0.015 -3.556  0.671
F4 -1.133 -0.278 -4.743  -0.161
F5 -2.890 -0.434 -3.504  -0.200
F6 -1.648 1.316 -3.340  -0.165
Cl1 -3.337 -3.127 0.028  -0.195
C3 -2.619 -2.565 1.565  0.872
C4 -3.512 -2.593 2.757  -0.103
Cl2 -3.964 -4.246 3.192  -0.225
H1 -2.280 -1.548 1.366  -0.524
H2 -1.706 -3.142 1.711  -0.248
H3 -4.423 -2.011 2.626  0.369
H4 -3.033 -2.142 3.626  0.039
Cl3 3.695 5.639 -3.724  -0.196
C5 3.652 4.822 -2.133  0.006
C6 2.375 5.202 -1.368  -0.385
Cl4 2.548 4.756 0.350  -0.212
H5 4.556 5.151 -1.625  0.205
H6 3.629 3.734 -2.187  -0.048
H7 1.457 4.824 -1.813  0.173
H8 2.270 6.286 -1.359  0.508
C7 7.086 2.246 1.025  -0.619
C8 7.412 0.914 1.331  -0.443
C9 6.764 -0.155 0.780  -0.735
C10 5.770 0.083 -0.173  0.312
C11 5.471 1.417 -0.515  0.063
C12 6.065 2.487 0.117  -0.236
N2 5.073 -1.075 -0.809  0.915
O5 4.134 -0.801 -1.560  -0.516
O6 5.390 -2.188 -0.510  -0.562
H9 7.614 3.031 1.546  0.436
H10 8.233 0.723 2.009  0.389
H11 7.061 -1.182 0.938  0.497
H12 4.747 1.578 -1.303  0.217
H13 5.894 3.523 -0.141  0.327
C13 -2.344 -5.981 -5.831  -0.452
C14 -1.791 -5.376 -6.987  -0.558
C15 -0.788 -4.420 -6.856  -0.463
C16 -0.329 -4.028 -5.571  0.322
C17 -0.907 -4.653 -4.436  0.109
C18 -1.894 -5.592 -4.579  -0.646
N3 0.644 -2.971 -5.439  0.647
O7 1.151 -2.684 -4.333  -0.371
O8 0.937 -2.343 -6.444  -0.544
H14 -3.229 -6.595 -5.931  0.397
H15 -2.027 -5.565 -8.025  0.390
H16 -0.177 -4.127 -7.698  0.397
H17 -0.662 -4.315 -3.438  0.313
H18 -2.320 -6.065 -3.706  0.444
C19 0.702 -1.940 4.135  0.351
C20 0.253 -3.081 4.807  -0.227
C21 -0.619 -2.980 5.871  -0.651
C22 -0.972 -1.710 6.335  -0.063
C23 -0.557 -0.571 5.626  -0.403
C24 0.302 -0.676 4.530  -0.688
N4 -1.756 -1.566 7.554  0.960
O9 -2.345 -0.512 7.762  -0.576
O10 -1.857 -2.564 8.255  -0.576
H19 1.279 -2.063 3.228  0.225
H20 0.491 -4.067 4.436  0.319
H21 -0.968 -3.859 6.392  0.466
H22 -0.911 0.399 5.944  0.461
H23 0.548 0.220 3.980  0.366
C25 -2.755 5.932 1.115  -0.250
C26 -4.002 5.298 1.308  -0.564
C27 -4.061 3.935 1.631  -0.481
C28 -2.849 3.189 1.614  -0.038
C29 -1.648 3.821 1.371  0.406
C30 -1.578 5.197 1.156  -1.212
N5 -2.801 1.750 1.873  1.038
O11 -3.760 1.061 1.547  -0.576
O12 -1.875 1.319 2.551  -0.478
H24 -2.818 6.964 0.798  0.435
H25 -4.957 5.774 1.142  0.446
H26 -5.029 3.464 1.721  0.445
H27 -0.685 3.335 1.442  0.379
H28 -0.575 5.588 1.072  0.467
C31 3.596 -5.141 3.334  -0.396
C32 2.434 -5.797 2.970  -0.736
C33 1.667 -5.238 1.953  -0.356
C34 2.097 -4.091 1.269  0.043
C35 3.257 -3.420 1.659  0.070
C36 4.015 -3.968 2.715  -0.922
N6 1.260 -3.592 0.196  0.757
O13 0.131 -4.019 0.117  -0.540
O14 1.702 -2.779 -0.616  0.176
H29 4.174 -5.492 4.179  0.394
H30 2.073 -6.704 3.431  0.460
H31 0.786 -5.788 1.656  0.475
H32 3.590 -2.495 1.213  0.474
H33 4.909 -3.470 3.060  0.478
C37 -5.180 2.857 -1.738  -0.945
C38 -3.842 3.111 -1.547  -0.210
C39 -3.314 4.432 -1.641  -0.236
C40 -4.169 5.447 -2.027  -0.180
C41 -5.540 5.216 -2.178  -0.568
C42 -6.030 3.925 -1.959  -0.497
N7 -3.658 6.781 -2.345  1.030
O15 -4.385 7.619 -2.851  -0.619
O16 -2.497 7.029 -2.029  -0.577
H34 -5.606 1.865 -1.793  0.482
H35 -3.182 2.263 -1.426  0.740
H36 -2.249 4.600 -1.693  0.628
H37 -6.192 6.013 -2.506  0.517
H38 -7.080 3.708 -2.098  0.416

Forces on atoms 1 to 3 (eV/Å):
-1.730 0.545 0.858
-0.641 -0.589 -1.259
0.555 0.304 0.116

(2)
C42H38GeN8OV | wB97M-V/def2-TZVPD

The calculation puts the energy above the lowest of the compared OMol25 structures with the same formula, charge and spin at 37.00 kcal per mole. Its molar mass is 794.4 g/mol. The value obtained for the max |F| is 0.08667 hartree/bohr. As for the orbital gap (alpha / beta): 5.699 / 4.413 eV. Its multiplicity is 4. The LUMO energy (alpha / beta) comes out at -6.9 / -8.3 eV. The total charge is +2.

Last column: Mulliken charge in e.
Element x y z (Å)
V1 -8.566 -10.437 -14.749  -0.685
C1 -11.137 -10.566 -18.232  -1.487
C2 -10.543 -10.576 -16.882  0.257
N1 -9.241 -10.594 -16.644  1.568
N2 -8.435 -10.422 -17.658  -0.342
C3 -8.235 -11.590 -18.339  -0.033
O1 -8.693 -12.729 -18.165  -0.735
C4 -7.258 -11.290 -19.419  0.661
C5 -7.192 -9.948 -19.896  -0.191
C6 -6.317 -9.620 -20.920  -0.815
C7 -5.555 -10.638 -21.531  -0.426
C8 -5.585 -11.933 -21.046  -0.743
C9 -6.366 -12.207 -19.930  -0.648
C10 -11.317 -10.738 -15.692  0.449
C11 -12.700 -10.413 -15.507  -1.196
C12 -13.341 -10.873 -14.430  -0.597
C13 -12.639 -11.497 -13.437  -0.955
C14 -11.263 -11.571 -13.542  -0.032
N3 -10.607 -11.140 -14.609  0.867
H1 -10.775 -9.844 -18.932  0.313
H2 -12.212 -10.380 -18.032  0.480
H3 -10.991 -11.518 -18.729  0.291
H4 -7.840 -9.275 -19.355  0.359
H5 -6.238 -8.629 -21.277  0.556
H6 -4.964 -10.368 -22.442  0.338
H7 -5.075 -12.719 -21.559  0.460
H8 -6.322 -13.228 -19.577  0.423
H9 -13.239 -9.875 -16.343  0.400
H10 -14.399 -10.578 -14.246  0.409
H11 -13.130 -11.798 -12.536  0.469
H12 -10.594 -11.936 -12.733  0.313
C15 -9.442 -8.543 -12.601  -1.204
N4 -8.458 -9.733 -12.658  -0.312
C16 -7.039 -9.398 -12.361  -1.000
C17 -6.213 -9.299 -13.554  -0.064
N5 -6.620 -9.600 -14.766  0.856
C18 -5.582 -9.139 -15.659  -0.836
C19 -5.657 -8.994 -17.041  0.684
C20 -4.573 -8.295 -17.597  -0.762
C21 -3.539 -7.710 -16.860  -0.546
C22 -3.532 -7.862 -15.458  -1.186
C23 -4.590 -8.523 -14.924  0.801
N6 -5.020 -8.660 -13.590  0.042
C24 -9.385 -7.733 -13.857  0.309
N7 -9.034 -8.209 -15.042  0.706
C25 -9.082 -7.018 -15.929  -0.304
C26 -8.679 -6.832 -17.286  -0.172
C27 -8.698 -5.509 -17.721  -0.736
C28 -9.154 -4.453 -16.938  -0.340
C29 -9.640 -4.589 -15.666  -1.118
C30 -9.542 -5.868 -15.162  0.581
N8 -9.690 -6.390 -13.829  -0.082
H13 -9.171 -7.913 -11.695  0.532
H14 -10.455 -8.951 -12.462  0.393
H15 -8.718 -10.363 -11.889  0.407
H16 -6.550 -10.157 -11.637  0.358
H17 -6.972 -8.382 -11.813  0.528
H18 -6.412 -9.518 -17.554  -0.137
H19 -4.610 -8.108 -18.674  0.441
H20 -2.770 -7.158 -17.379  0.445
H21 -2.665 -7.471 -14.925  0.445
H22 -4.564 -8.200 -12.748  0.343
H23 -8.367 -7.714 -17.862  0.488
H24 -8.353 -5.225 -18.746  0.382
H25 -8.990 -3.405 -17.341  0.308
H26 -10.016 -3.738 -15.071  0.412
H27 -10.180 -5.882 -13.039  0.344
Ge1 -7.556 -12.719 -14.351  1.535
C31 -5.817 -13.482 -13.793  0.673
C32 -5.020 -14.336 -14.625  -0.468
C33 -3.940 -15.021 -14.004  -0.685
C34 -3.765 -14.905 -12.651  -0.558
C35 -4.483 -13.975 -11.907  -0.671
C36 -5.576 -13.337 -12.437  -0.149
C37 -8.639 -14.411 -14.644  0.573
C38 -8.969 -15.058 -13.409  -0.601
C39 -9.691 -16.251 -13.481  -0.747
C40 -9.925 -16.852 -14.696  -0.498
C41 -9.539 -16.228 -15.883  -0.653
C42 -8.974 -14.937 -15.862  -0.034
H28 -8.237 -12.510 -12.987  -0.342
H29 -5.249 -14.514 -15.684  0.443
H30 -3.322 -15.673 -14.545  0.466
H31 -3.026 -15.458 -12.099  0.400
H32 -4.230 -13.827 -10.850  0.378
H33 -6.196 -12.719 -11.737  0.154
H34 -8.773 -14.583 -12.466  0.472
H35 -9.959 -16.738 -12.559  0.435
H36 -10.487 -17.786 -14.634  0.382
H37 -9.687 -16.738 -16.828  0.458
H38 -8.583 -14.498 -16.775  0.299

Forces on atoms 1 to 3 (eV/Å):
-0.065 1.768 -1.795
-1.521 0.096 0.775
2.356 -0.244 -0.120